Entry 1:
Below is C25H22N2O6 in the gas phase, with properties calculated with the ωB97M-V functional and the def2-TZVPD basis.

ORCA input file:
```
! wB97M-V def2-TZVPD RIJCOSX def2/J DEFGRID3
* xyz 0 1
C 6.02035 -0.26051 -1.66357
H 7.07666 -0.31182 -1.41388
H 5.45045 -0.98950 -1.08328
H 5.86257 -0.44554 -2.72741
O 5.59857 1.05999 -1.32801
C 4.37548 1.41006 -1.71448
O 3.64258 0.71802 -2.36954
C 4.02364 2.80016 -1.20848
C 3.87693 2.76587 0.31947
C 2.86408 1.69730 0.67029
O 1.70044 1.72477 0.34279
O 3.41297 0.71365 1.35341
C 2.58080 -0.44737 1.59278
C 1.14649 0.02425 1.87121
O 0.90044 0.67065 2.86884
C 0.10309 -0.43055 0.94305
C -1.16351 0.02765 1.12012
N -2.18562 -0.28084 0.28441
C -1.95005 -1.12913 -0.78422
C -0.70306 -1.60495 -1.00774
C 0.41698 -1.27276 -0.17884
C 1.68117 -1.72843 -0.42245
C 2.80372 -1.38387 0.37880
O 3.94386 -1.77203 0.16258
H 1.87781 -2.35447 -1.27942
H -0.54014 -2.26256 -1.84713
C -3.09922 -1.54141 -1.63357
C -4.30148 -2.19676 -1.01625
C -3.35787 -3.00487 -1.85079
H -3.67725 -3.32693 -2.82939
H -2.71752 -3.71142 -1.34577
H -5.27631 -1.95704 -1.41281
H -4.29982 -2.36515 0.05042
H -3.27731 -0.89728 -2.48733
C -3.45548 0.28920 0.53433
C -4.11314 1.01021 -0.45159
C -5.36047 1.56483 -0.17562
C -5.94171 1.41608 1.08361
C -5.26388 0.71666 2.06481
C -4.02836 0.15365 1.79692
H -3.50620 -0.40246 2.56115
H -5.70204 0.60339 3.04431
H -6.90882 1.85194 1.28181
C -6.04170 2.28457 -1.18730
N -6.59964 2.85606 -2.00830
H -3.65879 1.16243 -1.41797
H -1.38161 0.69779 1.93882
C 3.13041 -1.12704 2.84734
H 2.56232 -2.03209 3.05009
H 3.04844 -0.44892 3.69294
H 4.17208 -1.38447 2.67519
H 4.82824 2.52267 0.79080
H 3.51537 3.73078 0.67692
H 4.81418 3.49763 -1.48556
H 3.08089 3.09986 -1.66653
*
```

Output
* HOMO level: -0.285 hartree
* SMILES string: COC(=O)CCC(=O)O[C@]1(C)C(=O)C=C2C=C(C3CC3)N(c3cccc(C#N)c3)C=C2C1=O
* E_LUMO: -0.01261 Eh
* frontier orbital gap: 0.2726 Eh
* strongest force on any atom: 0.92 eV Å⁻¹

Entry 2:
Below is a molecular structure, C25H22O10 in a non-equilibrium geometry, with properties calculated with the ωB97M-V functional and the def2-TZVPD basis.

ORCA input file:
```
! wB97M-V def2-TZVPD RIJCOSX def2/J DEFGRID3
* xyz 0 1
C -6.28095 -0.89607 2.45237
H -6.78436 -1.43480 3.09771
O -6.07980 -1.66624 1.23228
C -5.45553 -1.37209 0.14250
C -4.82902 -0.30385 -0.08778
C -4.21132 0.10516 -1.04299
C -4.20095 -0.84848 -1.97110
C -4.78184 -1.91712 -2.16168
C -5.52167 -2.23318 -0.98790
O -6.07480 -3.49343 -0.81053
H -6.59660 -3.29299 0.08497
H -4.83732 -2.55739 -2.94625
H -3.53422 -0.65772 -3.14261
C -3.38845 1.58799 -1.24783
O -2.06330 1.22357 -1.75523
C -1.32836 0.90762 -0.43154
C 0.02320 0.21628 -0.74677
C 0.81578 0.03569 0.32495
C 0.55539 0.45108 1.48503
C -0.81597 0.94885 1.91901
C -1.68652 1.22085 0.66537
O -2.94833 1.93779 1.20421
C -3.45871 2.55675 -0.02020
C -2.83457 3.83696 -0.20966
O -2.88566 4.83730 0.46000
H -2.49731 4.22618 1.48322
H -1.70475 3.42774 -0.63817
H -3.22567 4.43170 -1.26190
H -4.56694 2.60317 0.33475
H -1.07260 1.07604 2.88022
H 1.11640 0.23524 2.32639
C 2.20629 -0.43842 -0.20022
C 2.74565 -1.53243 0.83241
O 1.83392 -2.79715 0.72147
H 2.38733 -3.52063 0.62960
C 4.16299 -1.74784 0.40076
O 4.47433 -3.13044 0.16602
C 4.97170 -0.82570 0.29546
C 4.42319 0.50548 -0.02425
C 5.16209 1.67094 -0.14689
C 6.72850 1.26281 -0.24321
C 7.04550 0.13028 -0.14456
C 6.26408 -1.08367 -0.14651
O 6.84935 -2.40120 -0.12668
H 6.07614 -2.85517 -0.06471
H 8.39749 -0.17202 -0.54225
O 7.50344 2.31607 -0.55799
H 8.47554 2.01705 -0.68026
H 4.90027 2.63058 -0.39419
O 2.99016 0.76829 0.11277
H 2.82328 -1.16799 1.80772
H 2.28984 -0.71136 -1.17238
H 0.45144 0.24779 -1.92311
H -3.75208 1.93875 -2.06046
H -4.76306 0.49434 1.00793
H -5.30516 -0.58901 3.00500
H -6.84805 -0.01730 2.03281
*
```

Output
* HOMO level: -0.288 hartree
* E_LUMO: -0.04171 Eh
* frontier orbital gap: 0.2461 Eh
* strongest force on any atom: 19.39 eV Å⁻¹

Entry 3:
Below is 2 unconnected molecules or ions with the total composition C25H22O7S2 in a non-equilibrium geometry, with properties calculated with the ωB97M-V functional and the def2-TZVPD basis.

ORCA input file:
```
! wB97M-V def2-TZVPD RIJCOSX def2/J DEFGRID3
* xyz 0 1
C 5.73635 2.50201 0.35032
C 4.52616 2.37552 1.28200
C 3.70865 1.28212 0.65565
C 4.54074 0.69161 -0.33175
O 5.73227 1.33262 -0.53019
C 4.13184 -0.45146 -1.03332
C 2.88909 -0.97576 -0.74333
C 1.92335 -0.28143 0.05656
C 0.58402 -0.72352 0.20710
C 0.15444 -2.05472 -0.15207
C -0.49458 -2.89871 0.80389
C -0.75942 -4.22958 0.51846
C -0.52143 -4.72442 -0.78664
O -1.00607 -5.98397 -1.00796
C -1.70894 -6.39206 0.21464
C -1.35221 -5.37039 1.29765
C 0.09347 -3.92460 -1.76480
C 0.43068 -2.62634 -1.43705
C 2.39417 0.86777 0.76574
H 5.65972 3.39222 -0.28447
H 6.69658 2.51725 0.87450
H 4.89393 2.10757 2.27982
H 3.96317 3.30015 1.38258
H 4.81670 -0.89331 -1.76256
H 2.65254 -1.97604 -1.09901
H -0.02269 -0.19486 0.95237
H -0.72638 -2.50176 1.79663
H -2.78426 -6.37784 -0.00289
H -1.41713 -7.42123 0.44771
H -0.62761 -5.83491 1.97779
H -2.21063 -5.05894 1.88817
H 0.28917 -4.36024 -2.74448
H 0.96721 -2.02292 -2.17378
H 1.71900 1.38368 1.44844
C -0.66535 0.32485 -2.56841
O -0.21560 1.00289 -1.33362
C -0.94658 1.44259 -0.33132
S -0.73938 3.11399 0.30925
O 0.00298 2.99951 1.55455
O -0.28684 3.96538 -0.77448
C -2.45042 3.52843 0.62718
C -3.35688 2.49278 0.46817
C -4.72127 2.75142 0.63972
C -5.17674 4.03812 0.92763
C -4.25855 5.07918 1.05468
C -2.89360 4.82717 0.91205
S -2.61738 0.92752 -0.00316
O -3.24194 0.53218 -1.25534
O -2.60732 0.04528 1.15578
H -1.07821 1.13340 -3.18711
H 0.23863 -0.12081 -3.00426
H -1.40616 -0.44678 -2.33408
H -5.41701 1.92909 0.53743
H -6.24635 4.22984 1.02255
H -4.61443 6.09132 1.23580
H -2.17356 5.63916 1.00128
*
```

Output
* HOMO level: -0.221 hartree
* E_LUMO: -0.06643 Eh
* frontier orbital gap: 0.1549 Eh
* strongest force on any atom: 5.71 eV Å⁻¹

Entry 4:
Below is a molecular structure, C25H23AsN7OS9Sc in a non-equilibrium geometry, with properties calculated with the ωB97M-V functional and the def2-TZVPD basis.

ORCA input file:
```
! wB97M-V def2-TZVPD RIJCOSX def2/J DEFGRID3
* xyz -2 1
Sc 13.63932 9.43740 12.25706
S 15.85599 9.47594 16.80897
As 15.95936 9.49920 14.71604
S 14.94156 7.70929 13.63399
S 14.88897 11.24218 13.70972
S 17.99452 9.47359 13.81726
S 11.88557 10.98723 11.15612
C 10.83334 10.56588 12.44589
S 11.55279 9.80313 13.82044
C 9.47202 10.89902 12.59229
C 8.66687 11.51774 11.67290
N 8.07297 12.23338 10.93441
C 8.75333 10.40801 13.68955
N 8.20905 10.06705 14.67936
S 18.78004 10.38515 7.54687
C 17.61724 10.26850 8.81790
C 16.55004 9.37278 8.57538
C 15.53077 9.23079 9.49558
N 15.46683 9.97030 10.61411
C 16.46668 10.93114 10.79876
C 17.55841 11.06459 9.95912
C 19.43701 8.73573 7.48317
C 20.19802 8.22205 8.54101
C 20.78249 6.98417 8.29708
N 20.35030 6.11836 7.41013
C 19.48134 6.55846 6.44368
C 19.05115 7.88322 6.42998
H 16.59440 8.83921 7.66253
H 14.81476 8.45788 9.27592
H 16.43156 11.50884 11.72090
H 18.38804 11.70600 10.27331
H 20.46374 8.78458 9.35662
H 21.63901 6.58028 8.93020
H 19.12167 5.81136 5.69205
H 18.58889 8.34800 5.56872
C 10.25133 6.03449 21.12544
C 9.90285 6.07948 19.62307
C 11.03444 5.78855 18.68681
N 10.87001 6.14002 17.45840
N 11.93220 6.16315 16.69674
C 13.07792 5.97183 17.37805
N 14.29926 6.31565 16.96045
S 12.70451 5.24162 18.94872
H 11.32904 6.08070 21.30269
H 9.97803 5.12107 21.65521
H 9.76845 6.83513 21.69286
H 9.49653 7.01405 19.25256
H 9.14330 5.22149 19.39359
H 14.37659 6.58951 15.99917
H 14.90379 6.81128 17.69098
C 12.44971 5.46526 10.20034
S 11.75231 7.13643 10.47935
O 12.93197 7.66212 11.37546
C 10.50768 6.61631 11.57551
C 10.62594 6.45435 12.96058
C 9.60814 5.73857 13.60903
C 8.46387 5.28262 12.88397
C 8.26925 5.73048 11.61032
C 9.32097 6.28260 10.91673
H 12.99915 5.07892 11.08240
H 13.18720 5.40270 9.35726
H 11.56220 4.83365 9.95666
H 11.45740 6.82236 13.52018
H 9.60064 5.53035 14.67536
H 7.74316 4.74731 13.45465
H 7.34365 5.58093 11.07339
H 9.34308 6.58225 9.87650
*
```

Output
* HOMO level: -0.064 hartree
* E_LUMO: 0.11737 Eh
* frontier orbital gap: 0.1816 Eh
* strongest force on any atom: 5.64 eV Å⁻¹

Q: Number 1 is which compound?
A: C25H22N2O6

Q: What is the formula in the first record?
A: C25H22N2O6

Q: Which formula does entry 1 have?
A: C25H22N2O6